(1)
Formula: C5H16N2O
Source: OMol25
Level of theory: ωB97M-V/def2-TZVPD

## Properties
orbital gap	10.626	eV
E_HOMO	-9.678	eV
structure (SMILES)	CCCO.NCCN
E	-384.834282	Ha
E_LUMO	0.9	eV

ORCA input file:
```
! wB97M-V def2-TZVPD RIJCOSX def2/J DEFGRID3
* xyz 0 1
C 1.7455 1.4261 -0.4451
O 2.0263 0.2890 -1.2355
C 1.3098 1.1606 0.9912
C 2.0636 0.0100 1.6553
H 1.0456 2.0859 -0.9748
H 2.6688 2.0111 -0.4170
H 0.2347 0.9854 1.0215
H 1.4849 2.0703 1.5741
H 1.9116 -0.0653 2.7298
H 3.1291 0.1453 1.4409
H 1.8264 -0.9539 1.2003
C -2.2288 -0.1379 -0.4799
N -3.0906 0.3385 0.5914
C -1.4413 -1.3646 -0.0416
N -0.4149 -1.6821 -1.0541
H -1.5417 0.6114 -0.9067
H -2.8116 -0.4244 -1.3642
H -2.5312 0.8430 1.2704
H -3.7510 1.0206 0.2340
H -2.1283 -2.2129 0.0449
H -1.0180 -1.1884 0.9458
H 0.1055 -2.4877 -0.7178
H -0.8812 -1.9497 -1.9089
H 1.2649 -0.3355 -1.2757
*
```

In elementary charge units, the Löwdin charges are: number 1, C, carries -0.2965; number 2, O, carries -0.0981; number 3, C, carries -0.2444; number 4, C, carries -0.1075; number 5, H, carries 0.1071; number 6, H, carries 0.1119; number 7, H, carries 0.0752; number 8, H, carries 0.1059; number 9, H, carries 0.0675; number 10, H, carries 0.0786; number 11, H, carries 0.0587; number 12, C, carries -0.3175; number 13, N, carries -0.0042; number 14, C, carries -0.2811; number 15, N, carries -0.0069; number 16, H, carries 0.1019; number 17, H, carries 0.1113; number 18, H, carries 0.0608; number 19, H, carries 0.0653; number 20, H, carries 0.1079; number 21, H, carries 0.1007; number 22, H, carries 0.0791; number 23, H, carries 0.0745; number 24, H, carries 0.0498



(2)
Formula: C5H16N2O
Source: OMol25
Level of theory: ωB97M-V/def2-TZVPD

## Properties
orbital gap	10.016	eV
E_HOMO	-8.997	eV
structure (SMILES)	CCNC.NCCO
E	-384.831790	Ha
E_LUMO	1.0	eV

ORCA input file:
```
! wB97M-V def2-TZVPD RIJCOSX def2/J DEFGRID3
* xyz 0 1
C -1.9443 0.9797 -1.4752
O -0.7605 1.6060 -1.0415
C -2.1398 -0.4096 -0.8970
N -1.0570 -1.2951 -1.3372
H -2.7876 1.6158 -1.1964
H -1.9577 0.9265 -2.5729
H -2.1098 -0.3637 0.1923
H -3.1277 -0.7845 -1.1910
H -1.1813 -2.2239 -0.9413
H -1.1296 -1.4630 -2.3372
C 0.3526 0.5663 2.4784
C 1.1580 -0.3153 1.5560
N 1.5067 0.4057 0.3306
C 2.3908 -0.3642 -0.5296
H -0.5330 0.9726 1.9899
H 0.0327 0.0731 3.3946
H 0.9723 1.4230 2.7670
H 2.0697 -0.7174 2.0100
H 0.5494 -1.1622 1.2206
H 1.9556 1.2801 0.5783
H -0.0947 0.9462 -0.7210
H 3.2968 -0.7048 -0.0043
H 2.6883 0.2444 -1.3816
H 1.8498 -1.2359 -0.8916
*
```

In elementary charge units, the Löwdin charges are: number 1, C, carries -0.2904; number 2, O, carries -0.1022; number 3, C, carries -0.2712; number 4, N, carries -0.0032; number 5, H, carries 0.1102; number 6, H, carries 0.1080; number 7, H, carries 0.1053; number 8, H, carries 0.1054; number 9, H, carries 0.0684; number 10, H, carries 0.0726; number 11, C, carries -0.0943; number 12, C, carries -0.3054; number 13, N, carries -0.1608; number 14, C, carries -0.1336; number 15, H, carries 0.0660; number 16, H, carries 0.0702; number 17, H, carries 0.0742; number 18, H, carries 0.1062; number 19, H, carries 0.1026; number 20, H, carries 0.1125; number 21, H, carries 0.0401; number 22, H, carries 0.0743; number 23, H, carries 0.0796; number 24, H, carries 0.0654



(3)
Formula: C5H16N2O3
Source: OMol25
Level of theory: ωB97M-V/def2-TZVPD

## Properties
orbital gap	9.866	eV
E_HOMO	-9.303	eV
structure (SMILES)	CC(C)NC(=O)CN.O.O
E	-535.366842	Ha
E_LUMO	0.6	eV

ORCA input file:
```
! wB97M-V def2-TZVPD RIJCOSX def2/J DEFGRID3
* xyz 0 1
N 0.5664 -2.9886 0.9818
C 1.2224 -1.7527 0.6214
C 0.2603 -0.6096 0.3240
N 0.5140 0.0984 -0.8161
C -1.7463 0.5828 -1.7105
C -0.3795 1.1471 -1.3664
C -0.4983 2.3410 -0.4122
O -0.6574 -0.3155 1.0797
H 0.0692 -2.9340 1.8611
H -0.0853 -3.2964 0.2672
H 1.8577 -1.4528 1.4551
H 1.8819 -1.9183 -0.2328
H 1.1792 -0.3107 -1.4518
H -2.2251 0.2105 -0.8039
H -1.6894 -0.2657 -2.3931
H -2.4185 1.3382 -2.1158
H 0.1439 1.4744 -2.2668
H -1.0457 3.1416 -0.9069
H -1.0688 2.0426 0.4613
H 0.4681 2.7099 -0.0806
H -2.3070 -1.8058 3.4840
H -1.1306 -1.2493 2.6037
O -1.3497 -1.9174 3.2996
H 2.2569 1.4252 -0.3452
H 3.0398 2.5626 -1.0015
O 3.1417 1.7427 -0.5351
*
```

In elementary charge units, the Löwdin charges are: number 1, N, carries 0.0229; number 2, C, carries -0.1918; number 3, C, carries -0.4427; number 4, N, carries 0.0711; number 5, C, carries -0.0586; number 6, C, carries -0.3920; number 7, C, carries -0.0502; number 8, O, carries 0.0364; number 9, H, carries 0.0440; number 10, H, carries 0.0784; number 11, H, carries 0.1307; number 12, H, carries 0.1104; number 13, H, carries 0.1331; number 14, H, carries 0.0765; number 15, H, carries 0.0804; number 16, H, carries 0.0815; number 17, H, carries 0.1369; number 18, H, carries 0.0822; number 19, H, carries 0.0751; number 20, H, carries 0.0676; number 21, H, carries 0.0481; number 22, H, carries -0.0011; number 23, O, carries -0.1027; number 24, H, carries -0.0158; number 25, H, carries 0.0252; number 26, O, carries -0.0454



(4)
Formula: C5H16N2S
Source: OMol25
Level of theory: ωB97M-V/def2-TZVPD

## Properties
orbital gap (spin up / spin down)	2.460 / 8.303	eV
E_HOMO (spin up / spin down)	1.068 / -4.821	eV
E	-707.704651	Ha
E_LUMO (spin up / spin down)	3.5 / 3.5	eV
<S²>	0.752

ORCA input file:
```
! wB97M-V def2-TZVPD RIJCOSX def2/J DEFGRID3
* xyz -1 2
C -1.1016 -1.6898 -1.1818
C -0.6677 -0.3044 -1.6475
N -1.2652 0.7778 -0.8885
C -1.2007 2.0704 -1.5675
H -2.1544 -1.7299 -0.9017
H -0.8517 -2.4327 -1.9408
H -0.5362 -1.9747 -0.2913
H 0.4222 -0.2330 -1.5765
H -0.9167 -0.2257 -2.7246
H -0.8583 0.5900 0.6112
H -2.2265 0.5874 -0.5945
H -0.2345 2.5315 -1.3605
H -1.9740 2.7492 -1.2118
H -1.3390 1.9604 -2.6426
C 2.0083 -0.2893 1.2664
C 1.3518 0.6916 2.2050
S -0.7371 0.3818 2.0844
N 1.6990 -1.6967 1.5097
H 3.0891 -0.1323 1.3223
H 1.6767 -0.0739 0.2475
H 1.4287 1.7402 1.9388
H 1.4981 0.4837 3.2632
H 0.7079 -1.7600 1.7400
H 2.1818 -2.0217 2.3411
*
```

In elementary charge units, the Löwdin charges are: number 1, C, carries -0.1477; number 2, C, carries -0.3344; number 3, N, carries -0.2128; number 4, C, carries -0.2264; number 5, H, carries 0.0467; number 6, H, carries 0.0609; number 7, H, carries 0.0402; number 8, H, carries 0.0968; number 9, H, carries 0.0954; number 10, H, carries -0.1477; number 11, H, carries 0.0387; number 12, H, carries 0.0677; number 13, H, carries 0.0396; number 14, H, carries 0.0536; number 15, C, carries -0.4163; number 16, C, carries -0.4050; number 17, S, carries 0.1183; number 18, N, carries -0.0412; number 19, H, carries 0.0939; number 20, H, carries 0.0725; number 21, H, carries 0.0295; number 22, H, carries 0.0334; number 23, H, carries -0.0045; number 24, H, carries 0.0488



(5)
Formula: C5H16N2S
Source: OMol25
Level of theory: ωB97M-V/def2-TZVPD

## Properties
orbital gap	6.481	eV
E_HOMO	-8.678	eV
E	-707.629680	Ha
E_LUMO	-2.2	eV

ORCA input file:
```
! wB97M-V def2-TZVPD RIJCOSX def2/J DEFGRID3
* xyz 0 1
C 1.8021 -0.4722 -2.1942
C 1.6554 1.0622 -2.3401
C 1.8367 1.7696 -0.9642
S 0.3773 1.5536 0.0875
H 2.8714 -0.6721 -1.9176
H 1.6621 -0.9577 -3.1816
H 1.0620 -0.8070 -1.4497
H 2.4225 1.4606 -3.0392
H 0.6689 1.2903 -2.8184
H 2.0080 2.8509 -1.1186
H 2.7469 1.3507 -0.4776
C -1.8001 -1.2761 0.6117
N -2.1773 -2.6470 0.2891
C -1.3180 -1.2137 2.1040
N -0.8372 0.0525 2.4932
H -2.7786 -0.6936 0.5946
H -1.0654 -0.8312 -0.1232
H -2.7129 -2.7224 -0.5919
H -1.3168 -3.2406 0.1490
H -0.4668 -1.9153 2.2394
H -2.1883 -1.5574 2.7123
H -1.5991 0.7137 2.5171
H 0.9027 -0.6306 0.5826
H -0.2079 0.4461 1.7432
*
```

In elementary charge units, the Löwdin charges are: number 1, C, carries -0.1459; number 2, C, carries -0.3523; number 3, C, carries -0.6201; number 4, S, carries 0.7319; number 5, H, carries 0.0857; number 6, H, carries 0.0744; number 7, H, carries 0.0024; number 8, H, carries 0.1023; number 9, H, carries 0.1032; number 10, H, carries 0.0695; number 11, H, carries 0.0759; number 12, C, carries -0.3407; number 13, N, carries -0.0496; number 14, C, carries -0.3501; number 15, N, carries -0.0704; number 16, H, carries 0.1243; number 17, H, carries 0.0328; number 18, H, carries 0.0668; number 19, H, carries 0.0818; number 20, H, carries 0.0992; number 21, H, carries 0.1205; number 22, H, carries 0.0589; number 23, H, carries 0.2394; number 24, H, carries -0.1400



Calculated energy above the lowest of the compared OMol25 structures with the same formula, charge and spin, 62.5 69.0 31.2 74.0 406.3 kJ/mol (same order as the records).